Record 1
This record from the OMol25 dataset describes one molecule with the formula C2H6N2O at a distorted geometry. The level of theory is the ωB97M-V functional and the def2-TZVPD basis.

CARTESIAN COORDINATES (ANGSTROEM)
C 0.018 0.722 -0.037
C -0.853 -0.542 -0.027
H 2.912 -0.425 -0.149
H 1.546 -1.281 -0.398
H -0.421 1.695 -0.074
H -0.676 -1.161 -0.938
H -0.609 -1.131 0.858
H -2.412 0.160 0.873
N 1.917 -0.515 0.141
N 1.290 0.702 -0.030
O -2.224 -0.031 -0.071

Output
E_HOMO (eV): -9.24
SMILES: N/N=C\CO
Kohn-Sham gap (eV): 10.09

=====

Record 2
This record from the OMol25 dataset describes C18H19CoF6N4O5S2 as an isolated structure at a distorted geometry. The level of theory is the ωB97M-V functional and the def2-TZVPD basis.

CARTESIAN COORDINATES (ANGSTROEM)
Co -0.269 0.032 0.123
O -1.409 1.913 3.513
C -1.195 1.066 2.653
N -1.191 1.290 1.330
C -1.285 2.680 0.970
C -0.927 2.891 -0.462
C -0.864 4.178 -0.989
C -0.536 4.346 -2.320
C -0.288 3.212 -3.084
C -0.368 1.969 -2.480
N -0.681 1.807 -1.197
C -0.908 -0.360 3.007
C -0.962 -0.770 4.334
C -0.656 -2.084 4.636
C -0.311 -2.938 3.601
C -0.287 -2.445 2.305
N -0.570 -1.183 2.019
H -0.612 3.266 1.612
H -2.301 3.056 1.162
H -1.059 5.026 -0.351
H -0.493 5.334 -2.756
H -0.029 3.293 -4.126
H -0.168 1.068 -3.040
H -1.246 -0.042 5.078
H -0.686 -2.432 5.656
H -0.060 -3.967 3.792
H -0.043 -3.092 1.474
F 2.557 -1.855 3.141
C 3.118 -1.513 1.978
F 4.383 -1.910 1.998
F 2.487 -2.196 1.013
S 2.933 0.313 1.581
O 1.505 0.494 1.502
O 3.620 1.029 2.592
N 3.666 0.358 0.200
S 2.931 -0.107 -1.101
O 3.598 -1.129 -1.826
O 1.486 -0.230 -1.012
C 3.157 1.474 -2.097
F 4.430 1.809 -2.247
F 2.601 1.394 -3.310
F 2.541 2.469 -1.445
C -3.149 -2.713 -2.139
C -2.056 -1.626 -2.082
C -0.972 -1.923 -3.118
C -1.478 -1.577 -0.683
H -3.531 -2.806 -3.154
H -3.978 -2.458 -1.481
H -2.749 -3.676 -1.830
H -2.541 -0.671 -2.324
H -0.476 -2.864 -2.890
H -0.218 -1.140 -3.110
H -1.395 -2.000 -4.118
H -0.776 -2.403 -0.547
H -2.285 -1.655 0.049

Output
E_HOMO (alpha / beta) (eV): -8.96 / -9.04
<S²>: 6.010
Kohn-Sham gap (alpha / beta) (eV): 9.10 / 7.32
Multiplicity: 5

=====

Record 3
This record from the OMol25 dataset describes C26H33B2F5N3O7PS2V as an isolated structure at a distorted geometry. The level of theory is the ωB97M-V functional and the def2-TZVPD basis.

CARTESIAN COORDINATES (ANGSTROEM)
V -0.075 0.345 -2.185
C -2.704 4.835 -0.277
C -2.868 3.499 -0.961
O -1.836 2.632 -0.471
P -1.802 1.055 -0.809
S 1.517 1.881 -1.635
S -2.230 0.780 -2.806
O -3.114 0.482 -0.053
C -3.084 0.489 1.394
C -4.086 1.489 1.929
H -3.414 5.553 -0.689
H -1.692 5.211 -0.434
H -2.875 4.747 0.797
H -2.761 3.591 -2.041
H -3.846 3.058 -0.755
H -2.077 0.730 1.748
H -3.320 -0.522 1.717
H -3.788 2.507 1.670
H -4.145 1.412 3.018
H -5.074 1.295 1.509
C 2.047 -5.135 -2.005
N 2.255 -3.899 -2.737
C 3.320 -2.979 -2.381
C 2.877 -1.684 -3.026
O 3.475 -0.657 -3.083
N 1.580 -1.925 -3.554
C 1.262 -3.225 -3.308
N 0.125 -3.772 -3.713
H 3.015 -5.585 -1.801
H 1.471 -5.841 -2.603
H 1.521 -4.924 -1.070
H 4.280 -3.299 -2.783
H 3.403 -2.842 -1.300
H -0.578 -3.146 -4.081
H -0.195 -4.605 -3.251
O 0.865 0.494 -4.137
B 0.540 -0.870 -3.874
O -0.467 -1.311 -4.793
C -0.782 -0.204 -5.547
C -1.734 -0.092 -6.529
C -1.863 1.158 -7.139
C -1.070 2.235 -6.763
C -0.110 2.108 -5.757
C 0.003 0.874 -5.178
H -2.363 -0.929 -6.800
H -2.602 1.291 -7.920
H -1.201 3.192 -7.252
H 0.510 2.935 -5.435
C 0.294 1.612 6.424
C 0.956 0.314 5.939
C -0.105 -0.794 5.856
C 2.000 -0.105 6.972
C 1.571 0.553 4.557
C 2.944 0.490 4.329
C 3.511 0.736 3.073
C 2.653 1.046 2.051
O 2.925 1.321 0.733
B 1.687 1.553 0.123
O 0.664 1.434 1.080
C 1.287 1.109 2.260
C 0.723 0.875 3.486
H -0.125 1.474 7.426
H -0.516 1.916 5.757
H 1.022 2.427 6.462
H -0.563 -0.949 6.837
H 0.345 -1.736 5.532
H -0.900 -0.542 5.151
H 1.507 -0.287 7.930
H 2.751 0.674 7.127
H 2.510 -1.024 6.675
H 3.613 0.235 5.140
H 4.581 0.679 2.913
H -0.353 0.942 3.609
F -0.873 -1.999 -1.704
C 0.232 -2.501 -0.948
F 1.014 -1.263 -0.901
C -0.295 -2.608 0.470
F -0.938 -1.524 0.960
F 0.729 -2.856 1.301
F -1.161 -3.633 0.536

Output
E_HOMO (alpha / beta) (eV): -7.91 / -7.44
<S²>: 0.830
Kohn-Sham gap (alpha / beta) (eV): 8.10 / 7.81
Multiplicity: 2

=====

Record 4
This record from the OMol25 dataset describes C35H47BrFeN4P2 as an isolated structure at a distorted geometry. The level of theory is the ωB97M-V functional and the def2-TZVPD basis.

CARTESIAN COORDINATES (ANGSTROEM)
N -5.066 1.811 -3.831
C -4.993 2.209 -2.563
C -3.855 1.966 -1.782
C -2.735 1.363 -2.401
C -2.858 0.889 -3.727
C -4.060 1.168 -4.407
C -1.455 1.490 -1.717
Fe -0.192 0.096 -1.214
P 2.143 -0.268 -1.259
C -0.178 1.505 -2.470
C 0.622 2.752 -2.447
C 1.760 2.836 -3.274
C 2.700 3.840 -3.102
C 2.623 4.709 -2.009
C 1.526 4.598 -1.133
C 0.527 3.653 -1.349
Br 4.027 5.831 -1.607
H -1.547 2.197 -0.898
H -0.109 0.900 -3.392
H -3.773 2.352 -0.760
H -2.001 0.435 -4.241
H -5.819 2.773 -2.124
H -4.146 0.897 -5.463
H 1.923 2.087 -4.052
H -0.290 3.615 -0.604
H 3.534 3.887 -3.777
H 1.480 5.243 -0.259
P -1.225 -2.229 -1.676
C 3.161 1.172 -0.714
C 4.653 1.224 -1.122
H 3.101 1.229 0.390
H 2.641 2.068 -1.117
H 4.992 2.262 -0.958
H 5.275 0.557 -0.498
H 4.792 0.955 -2.180
C 2.289 -0.534 -3.069
C 3.563 -1.224 -3.587
H 2.195 0.459 -3.549
H 1.402 -1.101 -3.426
H 3.402 -1.430 -4.658
H 4.432 -0.563 -3.479
H 3.765 -2.174 -3.073
C 1.348 -1.034 0.199
C 1.950 -1.186 1.590
H 0.779 -1.925 -0.101
H 0.600 -0.223 0.526
H 1.093 -1.456 2.231
H 2.749 -1.946 1.670
H 2.245 -0.158 1.857
C -1.282 -3.230 -0.102
C -2.020 -4.570 -0.085
H -1.727 -2.551 0.647
H -0.242 -3.424 0.204
H -3.108 -4.438 -0.120
H -1.733 -5.226 -0.913
H -1.759 -5.075 0.853
C -0.110 -3.186 -2.806
C -0.223 -2.778 -4.281
H -0.375 -4.247 -2.642
H 0.921 -3.027 -2.435
H -1.062 -3.309 -4.761
H -0.372 -1.695 -4.439
H 0.711 -3.063 -4.787
C -2.901 -2.383 -2.443
C -4.051 -1.734 -1.672
H -3.093 -3.461 -2.605
H -2.825 -1.896 -3.430
H -4.994 -2.090 -2.119
H -4.040 -1.971 -0.593
H -4.013 -0.638 -1.773
N 1.071 0.473 9.384
C 0.732 0.534 8.264
C 0.233 0.592 6.908
C -1.114 0.287 6.672
C -1.639 0.393 5.383
C -0.808 0.760 4.316
C 0.551 1.030 4.531
C 1.065 0.935 5.831
N -1.345 0.713 3.018
C -2.594 0.199 2.644
C -2.564 0.018 1.288
N -1.311 0.393 0.837
C -0.647 0.909 1.875
H -1.750 -0.053 7.492
H -2.686 0.162 5.200
H 1.209 1.302 3.702
H 2.130 1.105 6.000
H -3.351 -0.069 3.341
H -3.340 -0.364 0.645
H 0.308 1.428 1.861

Output
E_HOMO (alpha / beta) (eV): -13.18 / -13.58
Total charge: +2
<S²>: 6.057
Kohn-Sham gap (alpha / beta) (eV): 6.89 / 6.30
Multiplicity: 5

=====

Record 5
This record from the OMol25 dataset describes a 3-piece molecular cluster, C3H7O2 overall. The level of theory is the ωB97M-V functional and the def2-TZVPD basis.

CARTESIAN COORDINATES (ANGSTROEM)
C 2.565 -0.036 -1.221
O 3.526 -0.543 -1.765
H 2.572 1.070 -1.076
H 1.653 -0.573 -0.871
H -2.919 4.911 -0.169
C -0.732 -1.532 1.584
C -0.832 -1.460 0.227
O -0.228 -0.693 -0.593
H -1.201 -2.287 2.204
H -0.069 -0.852 2.116
H -1.559 -2.171 -0.229
H -2.775 4.165 -0.209

Output
E_HOMO (eV): -2.56
Total charge: -1
Kohn-Sham gap (eV): 6.72

=====

Record 6
This record from the OMol25 dataset describes C47H117N7O16Zn as an isolated structure at a distorted geometry. The level of theory is the ωB97M-V functional and the def2-TZVPD basis.

CARTESIAN COORDINATES (ANGSTROEM)
Zn -2.027 -0.618 3.858
C 0.581 -1.027 0.886
C 0.029 0.238 1.544
O -1.052 0.002 2.362
H 0.931 -1.696 1.676
H 1.399 -0.822 0.191
H -0.207 -1.559 0.349
H -0.168 0.974 0.738
H 0.857 0.679 2.131
C -1.511 -3.732 2.276
C -1.106 -3.550 3.743
C 0.404 -3.626 3.907
O -1.642 -2.384 4.278
H -2.589 -3.930 2.258
H -0.975 -4.560 1.809
H -1.382 -2.820 1.697
H -1.553 -4.400 4.278
H 0.663 -3.975 4.912
H 0.902 -2.674 3.738
H 0.823 -4.369 3.224
C 2.575 1.435 4.377
O 1.362 1.214 5.061
C 1.104 -0.152 5.245
C -0.164 -0.302 6.054
N -1.238 0.500 5.419
C -2.375 0.652 6.371
C -2.126 1.766 7.370
O -1.858 2.912 6.597
C -1.363 4.013 7.336
H 3.436 1.140 4.988
H 2.642 2.494 4.142
H 2.594 0.869 3.441
H 1.925 -0.631 5.804
H 1.031 -0.716 4.307
H 0.052 0.132 7.037
H -0.423 -1.350 6.184
H -0.820 1.422 5.295
H -2.582 -0.292 6.872
H -3.259 0.975 5.810
H -1.232 1.560 7.973
H -2.989 1.924 8.025
H -0.363 3.855 7.754
H -2.097 4.260 8.107
H -1.254 4.833 6.628
C -4.068 3.348 3.766
O -3.676 3.573 2.435
C -3.521 2.371 1.709
C -2.820 2.612 0.380
N -3.633 3.243 -0.655
C -4.072 4.587 -0.297
C -4.832 5.188 -1.468
O -5.508 6.377 -1.093
C -4.661 7.497 -0.979
H -4.343 4.319 4.171
H -3.217 2.970 4.350
H -4.889 2.623 3.822
H -4.531 1.957 1.520
H -3.008 1.611 2.320
H -2.459 1.635 0.051
H -1.920 3.190 0.609
H -4.434 2.626 -0.770
H -3.173 5.187 -0.128
H -4.635 4.637 0.637
H -5.614 4.498 -1.785
H -4.137 5.420 -2.283
H -5.295 8.347 -0.737
H -4.156 7.709 -1.930
H -3.909 7.347 -0.198
C -7.526 -0.593 -5.729
O -7.094 -1.290 -4.601
C -8.115 -1.943 -3.873
C -7.445 -3.012 -3.032
N -6.580 -2.412 -2.018
C -5.770 -3.404 -1.336
C -4.742 -2.697 -0.466
O -3.794 -2.062 -1.298
C -2.936 -1.238 -0.551
H -7.757 -1.252 -6.580
H -6.740 0.082 -6.069
H -8.426 0.014 -5.562
H -8.812 -2.450 -4.556
H -8.698 -1.235 -3.273
H -6.868 -3.611 -3.758
H -8.211 -3.649 -2.585
H -5.935 -1.834 -2.553
H -5.156 -3.995 -2.037
H -6.329 -4.076 -0.685
H -4.280 -3.460 0.179
H -5.216 -1.937 0.170
H -2.103 -0.913 -1.172
H -2.503 -1.778 0.298
H -3.486 -0.378 -0.149
C 1.684 2.030 -5.084
O 0.877 2.745 -4.195
C 1.251 2.589 -2.852
C 0.269 3.322 -1.992
N 0.437 4.769 -2.132
C -0.739 5.452 -1.606
C -0.557 6.955 -1.674
O -0.365 7.457 -2.987
C -1.531 7.419 -3.772
H 1.523 0.945 -5.028
H 2.758 2.242 -4.982
H 1.463 2.304 -6.117
H 2.283 2.891 -2.629
H 1.194 1.509 -2.643
H 0.295 3.010 -0.945
H -0.742 3.041 -2.340
H 0.398 4.958 -3.131
H -0.887 5.201 -0.552
H -1.643 5.160 -2.161
H 0.321 7.248 -1.099
H -1.433 7.447 -1.224
H -2.326 8.071 -3.402
H -1.897 6.401 -3.947
H -1.222 7.764 -4.762
C 3.551 1.257 -0.421
O 4.495 0.310 0.017
C 5.098 0.722 1.233
C 6.207 -0.225 1.593
N 7.471 0.104 0.973
C 8.502 -0.881 1.208
C 9.892 -0.307 1.015
O 10.154 -0.199 -0.358
C 11.417 0.376 -0.600
H 2.943 1.621 0.418
H 2.861 0.789 -1.122
H 4.056 2.098 -0.910
H 4.329 0.741 2.013
H 5.538 1.722 1.106
H 5.899 -1.271 1.453
H 6.344 -0.143 2.683
H 7.337 0.297 -0.011
H 8.397 -1.698 0.471
H 8.381 -1.383 2.166
H 10.636 -0.944 1.514
H 9.892 0.666 1.527
H 11.527 0.529 -1.676
H 12.245 -0.245 -0.247
H 11.471 1.394 -0.193
C 2.481 -7.219 -1.736
O 2.815 -6.075 -1.002
C 1.695 -5.448 -0.387
C 2.173 -4.196 0.306
N 3.254 -4.513 1.243
C 3.747 -3.353 1.980
C 5.058 -3.734 2.610
O 6.057 -3.807 1.617
C 7.310 -4.131 2.115
H 2.308 -8.089 -1.089
H 3.294 -7.384 -2.441
H 1.553 -7.132 -2.321
H 1.270 -6.096 0.393
H 0.965 -5.221 -1.171
H 1.306 -3.740 0.789
H 2.531 -3.445 -0.419
H 3.996 -4.831 0.625
H 3.015 -3.086 2.744
H 3.839 -2.445 1.360
H 4.983 -4.710 3.109
H 5.337 -3.042 3.423
H 7.365 -5.098 2.639
H 7.740 -3.390 2.802
H 8.004 -4.233 1.280
C -4.120 -2.537 -5.447
O -2.839 -2.000 -5.632
C -2.603 -0.788 -4.946
C -1.265 -0.250 -5.419
N -0.120 -1.102 -5.075
C 0.125 -1.143 -3.634
C 1.426 -1.850 -3.383
O 1.264 -3.184 -3.832
C 2.471 -3.768 -4.258
H -4.451 -2.698 -4.412
H -4.115 -3.470 -6.007
H -4.899 -1.873 -5.847
H -2.598 -1.048 -3.877
H -3.392 -0.034 -5.077
H -1.090 0.743 -5.004
H -1.302 -0.259 -6.511
H -0.373 -2.074 -5.242
H -0.647 -1.662 -3.045
H 0.140 -0.144 -3.185
H 1.734 -1.849 -2.330
H 2.223 -1.368 -3.962
H 2.312 -4.843 -4.359
H 3.307 -3.616 -3.571
H 2.735 -3.436 -5.272

Output
E_HOMO (eV): -8.40
Kohn-Sham gap (eV): 7.93

=====

Record 7
This record from the OMol25 dataset describes one molecule with the formula C5H7N. The level of theory is the ωB97M-V functional and the def2-TZVPD basis.

CARTESIAN COORDINATES (ANGSTROEM)
C -2.431 -0.396 0.578
C -1.387 0.121 -0.006
C -0.426 0.764 -0.611
C 0.972 0.250 -0.796
C 1.903 0.130 0.362
N 1.356 -1.059 -0.275
H -0.768 1.728 -0.995
H -2.610 -0.207 1.632
H -3.131 -1.015 0.025
H 1.418 0.447 -1.770
H 1.516 0.421 1.336
H 2.974 0.277 0.229
H 0.613 -1.463 0.291

Output
E_HOMO (eV): -9.11
SMILES: C=C=C[C@H]1CN1
Kohn-Sham gap (eV): 10.13

=====

Record 8
This record from the OMol25 dataset describes an isolated ion of composition C5H10N and charge +1 at a distorted geometry. The level of theory is the ωB97M-V functional and the def2-TZVPD basis.

CARTESIAN COORDINATES (ANGSTROEM)
C -1.618 0.906 0.309
C 0.623 0.642 0.345
C -0.654 -0.216 0.331
C 1.963 0.160 -0.089
C -0.732 -1.627 -0.059
N -0.408 0.890 -0.549
H -2.443 0.737 -0.231
H -1.790 1.622 1.118
H 0.738 1.359 1.182
H 2.597 1.020 0.004
H 1.833 -0.210 -1.123
H 2.347 -0.538 0.618
H -0.029 -2.190 0.509
H -0.478 -1.665 -1.075
H -1.781 -1.940 0.207
H -0.168 1.050 -1.497

Output
E_HOMO (eV): -15.77
Total charge: +1
SMILES: C[C@H]1[N@@H+]2C[C@]12C
Kohn-Sham gap (eV): 12.83